{"formula": "C14H28Br14", "method": "ωB97M-V/def2-TZVPD", "e_lumo_ha": 0.0062, "orbital_gap_ev": 9.9, "multiplicity": 1, "elements": ["Br", "C", "C", "Br", "H", "H", "H", "H", "Br", "C", "C", "Br", "H", "H", "H", "H", "Br", "C", "C", "Br", "H", "H", "H", "H", "Br", "C", "C", "Br", "H", "H", "H", "H", "Br", "C", "C", "Br", "H", "H", "H", "H", "Br", "C", "C", "Br", "H", "H", "H", "H", "Br", "C", "C", "Br", "H", "H", "H", "H"], "positions_angstrom": [[-1.542, 1.769, 4.898], [0.374, 1.804, 5.267], [0.996, 0.470, 5.138], [2.936, 0.735, 5.591], [0.395, 2.255, 6.259], [0.843, 2.523, 4.596], [0.883, 0.054, 4.137], [0.640, -0.271, 5.853], [0.562, 4.131, 1.574], [2.280, 3.162, 1.709], [2.307, 2.510, 0.267], [3.979, 1.491, -0.017], [2.217, 2.427, 2.512], [3.011, 3.953, 1.876], [2.385, 3.296, -0.484], [1.397, 1.945, 0.065], [3.419, -0.132, -3.216], [3.519, 1.399, -4.411], [2.140, 1.836, -4.905], [0.940, 1.930, -3.332], [4.187, 1.022, -5.186], [4.008, 2.177, -3.824], [1.581, 1.100, -5.483], [2.134, 2.828, -5.358], [-1.835, -3.944, 6.371], [-2.740, -2.991, 4.959], [-1.732, -2.127, 4.138], [-2.775, -1.279, 2.662], [-3.553, -2.434, 5.425], [-3.226, -3.763, 4.361], [-0.897, -2.639, 3.661], [-1.307, -1.351, 4.776], [-0.528, -5.984, -2.763], [0.137, -4.339, -3.711], [-0.860, -3.826, -4.799], [0.018, -2.216, -5.596], [1.120, -4.550, -4.132], [0.449, -3.600, -2.974], [-1.809, -3.410, -4.464], [-0.923, -4.516, -5.641], [1.377, -1.218, 1.476], [0.714, -0.806, -0.350], [-0.517, -1.634, -0.520], [-1.173, -1.414, -2.361], [1.537, -0.904, -1.058], [0.403, 0.236, -0.414], [-1.391, -1.422, 0.096], [-0.358, -2.706, -0.400], [-4.491, 3.156, -3.247], [-3.932, 2.181, -1.602], [-2.521, 2.404, -1.480], [-1.948, 1.718, 0.399], [-4.175, 1.120, -1.650], [-4.463, 2.733, -0.826], [-2.163, 3.407, -1.712], [-2.023, 1.703, -2.150]], "forces_ev_per_a": [[0.052, -0.198, -0.282], [-0.413, 1.350, 0.323], [0.688, -0.695, 0.435], [-0.830, -0.286, -0.432], [0.357, -0.423, 0.007], [-0.273, -0.089, -0.162], [0.389, 0.167, -0.016], [0.020, 0.217, 0.050], [0.141, 0.089, 0.621], [-0.860, -0.355, -1.971], [1.010, 1.044, 1.084], [-0.618, 0.096, 0.318], [0.068, 0.173, -0.127], [0.122, -0.499, -0.090], [-0.145, -0.043, 0.191], [0.445, -0.303, 0.217], [0.215, -0.422, -0.217], [-0.179, -0.207, 0.038], [-0.304, -0.502, 1.008], [-0.151, 0.660, -0.190], [-0.227, 0.427, -0.213], [-0.107, 0.000, -0.181], [0.603, 0.105, -0.316], [0.086, -0.213, -0.002], [0.269, -0.010, 0.218], [0.328, 0.054, -0.945], [-1.109, -0.122, 0.417], [0.514, -0.223, 0.681], [0.415, 0.358, -0.104], [0.287, 0.134, -0.180], [-0.411, -0.368, 0.084], [-0.309, 0.201, -0.219], [0.343, 1.096, -0.633], [-0.123, 0.085, -0.319], [1.513, 0.363, 0.456], [-0.099, -0.431, 0.024], [-0.376, -0.693, -0.504], [-0.985, 0.010, 0.211], [0.171, -0.600, 0.191], [-0.288, 0.023, 0.341], [-0.038, 0.375, -0.532], [-0.364, 0.698, 0.600], [-0.544, -1.239, -0.683], [-0.050, 0.309, 0.268], [-0.194, -0.626, 0.131], [0.194, 0.023, 0.460], [0.518, 0.603, 0.163], [0.297, 0.052, -0.162], [0.013, -0.587, 0.222], [-2.139, 0.941, 0.132], [2.766, -1.105, 0.274], [-0.467, 0.655, -1.437], [-0.304, 0.312, -0.123], [-0.273, -0.478, -0.043], [-0.049, -0.038, 0.764], [0.406, 0.137, 0.152]]}